Version i
# C3H9S

A 2-piece molecular cluster, C3H9S overall (wB97M-V/def2-TZVPD, the OMol25 dataset).

Last column: Mulliken charge in e.
Element x y z (Å)
S: 2.62 -0.54 1.96  -0.860
H: 2.16 0.22 0.95  -0.142
C: -3.01 0.34 -1.56  -1.051
C: -1.56 -0.19 -1.43  -0.260
C: -0.59 0.81 -0.78  -1.055
H: -3.56 -0.42 -2.11  0.308
H: -3.06 1.33 -2.00  0.319
H: -3.41 0.36 -0.54  0.277
H: -1.19 -0.39 -2.44  0.279
H: -1.53 -1.11 -0.86  0.263
H: -0.65 1.82 -1.19  0.308
H: -0.59 0.81 0.31  0.324
H: 0.44 0.50 -0.99  0.289

* 2S+1: 1
* orbital gap: 0.214 hartree
* HOMO level: -2.37 eV
* net charge: -1

=====

Version ii
# C3H9S

A 2-piece molecular cluster, C3H9S overall (wB97M-V/def2-TZVPD, the OMol25 dataset).

Last column: Mulliken charge in e.
Element x y z (Å)
C: -0.07 -1.15 0.22  -0.737
C: -0.69 -1.59 1.56  -0.756
H: 0.34 -0.14 0.53  0.160
H: -0.76 -0.97 -0.60  0.396
H: 0.83 -1.77 0.04  0.220
H: 0.05 -1.39 2.44  0.271
H: -1.85 -1.40 1.34  0.227
H: -0.69 -2.72 1.54  0.216
C: 0.58 2.13 -1.32  -0.678
S: 0.48 3.18 -2.84  -0.753
H: 0.17 1.12 -1.40  0.015
H: 1.56 1.98 -0.99  0.251
H: 0.04 2.72 -0.50  0.169

* 2S+1: 1
* orbital gap: 0.193 hartree
* HOMO level: -1.95 eV
* net charge: -1

=====

Winner for stability: version i

=====

Version i
# C12H36O6

A 6-piece molecular cluster, C12H36O6 overall (wB97M-V/def2-TZVPD, the OMol25 dataset).

Last column: Mulliken charge in e.
Element x y z (Å)
C: -4.57 1.74 1.69  -0.778
C: -4.63 2.67 0.46  -0.175
O: -5.83 2.47 -0.21  -0.542
H: -4.44 0.73 1.30  0.191
H: -5.48 1.76 2.30  0.381
H: -3.73 2.03 2.32  0.106
H: -3.77 2.36 -0.14  0.184
H: -4.73 3.73 0.67  0.324
H: -5.81 3.03 -0.99  0.303
C: -1.49 -0.94 0.51  -0.915
C: -0.57 -0.29 -0.48  0.169
O: 0.24 -1.29 -1.02  -0.448
H: -2.09 -0.23 1.08  0.025
H: -1.00 -1.60 1.22  0.194
H: -2.19 -1.55 -0.06  0.382
H: 0.19 0.39 -0.10  -0.012
H: -1.11 0.33 -1.21  0.415
H: 0.56 -0.95 -1.86  0.214
C: 1.66 -5.35 1.41  -1.284
C: 0.71 -4.24 0.83  -0.015
O: 1.48 -3.04 0.86  -0.472
H: 2.64 -5.39 0.94  0.321
H: 1.22 -6.33 1.25  0.384
H: 1.75 -5.24 2.49  0.309
H: -0.17 -4.09 1.45  0.271
H: 0.49 -4.62 -0.17  0.226
H: 0.93 -2.39 0.42  0.268
C: 2.04 -2.08 -4.42  -1.089
C: 2.18 -0.55 -4.35  -0.243
O: 1.21 0.03 -3.44  -0.547
H: 1.04 -2.45 -4.63  0.295
H: 2.32 -2.57 -3.49  0.286
H: 2.68 -2.43 -5.23  0.393
H: 2.11 -0.20 -5.38  0.332
H: 3.18 -0.28 -4.01  0.245
H: 0.35 -0.04 -3.85  0.272
C: 3.34 1.46 0.50  -1.026
C: 3.30 1.02 -1.00  -0.081
O: 2.46 1.88 -1.70  -0.584
H: 3.81 2.44 0.53  0.333
H: 3.96 0.73 1.04  0.345
H: 2.37 1.44 1.00  0.087
H: 2.94 0.00 -1.15  0.186
H: 4.30 1.06 -1.42  0.358
H: 1.97 1.42 -2.39  0.392
C: -0.58 2.66 2.14  -0.535
C: -0.87 3.07 3.58  -0.398
O: -0.26 2.17 4.47  -0.534
H: -0.98 1.68 1.89  -0.081
H: 0.49 2.68 1.95  0.283
H: -0.93 3.40 1.42  0.390
H: -1.93 3.16 3.81  0.261
H: -0.48 4.07 3.80  0.333
H: -0.27 2.51 5.37  0.299

* 2S+1: 1
* orbital gap: 0.368 hartree
* HOMO level: -9.71 eV
* net charge: 0
* structure (SMILES): CCO.CCO.CCO.CCO.CCO.CCO

=====

Version ii
# C12H36O6

A 6-piece molecular cluster, C12H36O6 overall (wB97M-V/def2-TZVPD, the OMol25 dataset).

Last column: Mulliken charge in e.
Element x y z (Å)
C: -1.24 -1.48 0.29  -1.046
C: -1.97 -0.20 0.25  -0.188
O: -0.99 0.88 0.04  -0.521
H: -0.82 -1.73 -0.68  0.278
H: -1.92 -2.28 0.59  0.331
H: -0.46 -1.38 1.05  0.277
H: -2.53 -0.04 1.17  0.279
H: -2.67 -0.16 -0.59  0.291
H: -1.63 1.59 -0.10  0.299
C: 5.34 2.36 -1.62  -0.896
C: 4.90 1.03 -0.99  -0.303
O: 3.81 0.48 -1.69  -0.501
H: 6.15 2.77 -1.01  0.306
H: 4.45 2.99 -1.63  0.303
H: 5.75 2.19 -2.62  0.246
H: 4.55 1.24 0.02  0.265
H: 5.78 0.39 -1.08  0.285
H: 3.04 0.99 -1.43  0.295
C: 4.73 -4.68 -7.34  -1.120
C: 4.35 -3.46 -6.58  -0.121
O: 3.67 -4.01 -5.45  -0.514
H: 5.57 -5.15 -6.83  0.292
H: 5.25 -4.41 -8.26  0.363
H: 3.95 -5.41 -7.56  0.281
H: 3.59 -2.99 -7.21  0.181
H: 5.07 -2.72 -6.24  0.344
H: 3.69 -3.33 -4.78  0.294
C: -2.68 5.04 -4.42  -1.010
C: -3.94 5.62 -3.92  -0.183
O: -4.10 5.34 -2.54  -0.517
H: -2.68 3.97 -4.24  0.257
H: -1.81 5.42 -3.86  0.275
H: -2.35 5.25 -5.44  0.337
H: -4.85 5.27 -4.39  0.226
H: -3.98 6.70 -4.05  0.303
H: -4.35 6.17 -2.12  0.312
C: 0.31 2.88 7.33  -1.029
C: 0.19 2.39 5.90  -0.159
O: 0.87 3.12 4.86  -0.530
H: -0.26 2.26 8.03  0.321
H: -0.01 3.92 7.40  0.291
H: 1.38 2.87 7.56  0.285
H: -0.88 2.46 5.69  0.239
H: 0.55 1.36 5.90  0.273
H: 0.94 2.57 4.08  0.308
C: -4.54 -4.40 6.09  -0.924
C: -4.73 -5.73 5.31  -0.215
O: -5.00 -5.35 3.99  -0.512
H: -3.91 -3.73 5.50  0.265
H: -4.15 -4.47 7.11  0.319
H: -5.53 -3.96 6.03  0.248
H: -5.63 -6.27 5.61  0.201
H: -3.88 -6.40 5.48  0.323
H: -4.41 -5.80 3.38  0.295

* 2S+1: 1
* orbital gap: 0.382 hartree
* HOMO level: -9.98 eV
* net charge: 0
* structure (SMILES): CCO.CCO.CCO.CCO.CCO.CCO

=====

Winner for stability: version i

=====

Version i
# C5H6F2O

A single C5H6F2O molecule (wB97M-V/def2-TZVPD, the OMol25 dataset).

Last column: Mulliken charge in e.
Element x y z (Å)
C: 1.44 0.83 -0.63  -0.482
C: 0.76 1.44 0.43  -0.206
C: -1.09 0.17 0.15  -0.247
C: 0.73 -0.22 -1.20  0.575
C: -1.14 -1.10 0.96  -0.819
O: -0.54 1.28 0.65  -0.372
F: 0.33 -0.34 -2.49  -0.270
F: 0.99 -1.55 -0.81  -0.286
H: 2.46 1.14 -0.84  0.335
H: 1.04 2.17 1.12  0.509
H: -1.78 0.33 -0.72  0.392
H: -1.06 -1.92 0.16  0.269
H: -1.95 -1.07 1.64  0.359
H: -0.19 -1.16 1.57  0.243

* 2S+1: 1
* orbital gap: 0.333 hartree
* HOMO level: -8.21 eV
* net charge: 0

=====

Version ii
# C5H6F2O

A single C5H6F2O molecule (wB97M-V/def2-TZVPD, the OMol25 dataset).

Last column: Mulliken charge in e.
Element x y z (Å)
C: 2.25 1.21 0.59  -0.967
C: 0.85 0.85 1.00  0.320
F: 0.64 0.57 2.30  -0.262
C: -0.18 0.61 0.12  -0.112
O: -0.28 0.61 -1.27  -0.470
C: -1.55 0.53 -0.68  1.074
C: -2.42 -0.58 -0.68  -1.109
F: -2.19 1.78 -0.62  -0.281
H: 2.35 2.10 1.32  0.277
H: 2.25 1.42 -0.50  0.250
H: 2.93 0.49 0.82  0.325
H: -2.96 -0.65 0.41  0.233
H: -1.86 -1.48 -0.84  0.348
H: -3.12 -0.67 -1.45  0.375

* 2S+1: 1
* orbital gap: 0.352 hartree
* HOMO level: -8.76 eV
* net charge: 0
* structure (SMILES): C/C(F)=C1\O[C@]1(C)F

=====

Winner for stability: version ii

=====

Version i
# C4H8ClNO2

A single C4H8ClNO2 molecule (wB97M-V/def2-TZVPD, the OMol25 dataset).

Last column: Mulliken charge in e.
Element x y z (Å)
C: -1.13 -0.89 1.50  -1.156
C: -1.11 -0.04 0.25  -0.640
C: 0.34 0.05 -0.43  0.824
N: 0.15 0.26 -1.77  -0.530
Cl: 1.10 -1.61 -0.13  -0.241
C: 1.31 0.96 0.30  0.388
O: 1.39 0.97 1.49  -0.466
O: 2.21 1.60 -0.56  -0.515
H: -0.97 -1.93 1.29  0.385
H: -0.31 -0.41 2.18  0.232
H: -2.09 -0.83 2.11  0.345
H: -1.64 0.87 0.35  0.385
H: -1.71 -0.63 -0.49  0.287
H: -0.69 -0.08 -2.17  0.219
H: 0.96 0.25 -2.37  0.130
H: 2.20 1.47 -1.54  0.351

* 2S+1: 1
* orbital gap: 0.385 hartree
* HOMO level: -10.06 eV
* net charge: 0
* structure (SMILES): CC[C@](N)(Cl)C(=O)O

=====

Version ii
# C4H8ClNO2

A 2-piece molecular cluster, C4H8ClNO2 overall (wB97M-V/def2-TZVPD, the OMol25 dataset).

Last column: Mulliken charge in e.
Element x y z (Å)
C: 2.20 1.04 -0.41  -1.029
C: -1.85 0.02 1.18  -0.880
C: 1.29 -0.14 -0.78  -0.512
C: -0.92 0.21 0.03  0.471
N: -1.78 -2.75 -0.71  -0.063
O: -1.96 -2.79 0.47  -0.245
O: 0.26 -0.34 0.21  -0.191
Cl: -1.09 1.50 -0.98  -0.119
H: 3.16 0.87 -0.79  0.367
H: 1.80 1.97 -0.83  0.295
H: 2.32 1.37 0.63  0.329
H: -2.72 0.71 0.99  0.314
H: -2.23 -0.97 1.39  0.264
H: -1.27 0.35 2.06  0.270
H: 1.85 -1.16 -0.73  0.328
H: 0.92 0.11 -1.73  0.399

* 2S+1: 1
* orbital gap (alpha / beta): 0.181 / 0.182 hartree
* HOMO level (alpha / beta): -5.71 / -5.73 eV
* net charge: 0

=====

Version iii
# C4H8ClNO2

A single C4H8ClNO2 molecule (wB97M-V/def2-TZVPD, the OMol25 dataset).

Last column: Mulliken charge in e.
Element x y z (Å)
C: 1.64 1.19 -0.59  -1.251
C: 1.77 0.02 0.35  0.295
Cl: 2.52 -1.35 -0.46  -0.197
C: 0.33 -0.37 0.77  -0.569
O: -0.51 -0.63 -0.40  -0.150
N: -1.79 -1.00 -0.03  -0.270
C: -2.79 -0.14 -0.26  0.114
O: -3.91 -0.59 -0.42  -0.564
H: 1.08 0.89 -1.46  0.360
H: 1.14 2.04 -0.12  0.320
H: 2.63 1.55 -0.94  0.340
H: 2.21 0.19 1.31  0.338
H: -0.13 0.48 1.32  0.314
H: 0.35 -1.25 1.41  0.375
H: -2.03 -1.97 -0.25  0.228
H: -2.52 0.92 -0.25  0.317

* 2S+1: 1
* orbital gap: 0.395 hartree
* HOMO level: -10.01 eV
* net charge: 0
* structure (SMILES): C[C@H](Cl)CONC=O

=====

Winner for stability: version i

=====

Version i
# C5H12Si

A 2-piece molecular cluster, C5H12Si overall (wB97M-V/def2-TZVPD, the OMol25 dataset).

Last column: Mulliken charge in e.
Element x y z (Å)
C: 1.21 3.26 2.18  -0.340
C: 0.17 2.95 1.42  -0.493
C: -1.26 -0.95 -2.18  -0.947
C: 0.74 -1.98 1.22  -1.225
C: -0.96 -0.03 -1.05  -0.518
Si: 0.69 -0.52 -0.04  0.092
H: 0.94 3.83 3.06  0.253
H: 2.18 2.90 1.81  0.234
H: -0.83 3.12 1.46  0.325
H: -1.54 -0.52 -3.09  0.332
H: -0.28 -1.58 -2.35  0.204
H: -1.96 -1.78 -1.98  0.280
H: 0.20 -2.89 0.94  0.392
H: 1.67 -2.39 1.28  0.404
H: 0.51 -1.86 2.25  0.387
H: -1.72 0.11 -0.38  0.443
H: -0.71 1.01 -1.48  0.265
H: 1.80 -0.77 -0.89  -0.085

* 2S+1: 1
* orbital gap (alpha / beta): 0.322 / 0.263 hartree
* HOMO level (alpha / beta): -8.87 / -6.99 eV
* net charge: 0

=====

Version ii
# C5H12Si

A 2-piece molecular cluster, C5H12Si overall (wB97M-V/def2-TZVPD, the OMol25 dataset).

Last column: Mulliken charge in e.
Element x y z (Å)
C: 0.50 0.13 0.41  -0.819
C: 0.16 0.09 1.66  0.829
C: 0.89 0.90 2.74  -1.079
C: -0.98 -0.76 2.12  -1.249
C: -0.52 0.52 -3.22  -0.876
Si: 0.41 -1.06 -2.84  0.299
H: 0.83 0.93 -0.16  0.310
H: 0.22 0.86 3.60  0.313
H: 1.85 0.33 2.97  0.248
H: 1.06 1.90 2.40  0.373
H: -1.42 -1.37 1.29  0.316
H: -1.77 -0.15 2.51  0.351
H: -0.73 -1.48 2.87  0.335
H: -0.31 1.33 -2.43  0.237
H: 0.10 0.98 -4.13  0.255
H: -1.55 0.49 -3.40  0.340
H: -0.17 -2.50 -2.60  -0.069
H: 1.44 -1.15 -3.80  -0.111

* 2S+1: 1
* orbital gap (alpha / beta): 0.301 / 0.262 hartree
* HOMO level (alpha / beta): -8.32 / -7.01 eV
* net charge: 0

=====

Winner for stability: version ii

=====

Version i
# C4H12NO

A 2-piece molecular cluster, C4H12NO overall (wB97M-V/def2-TZVPD, the OMol25 dataset).

Last column: Mulliken charge in e.
Element x y z (Å)
C: -1.62 -1.49 0.23  -1.053
C: -0.53 -0.78 1.08  -0.271
C: 0.37 0.14 0.13  -0.627
C: 2.50 1.42 0.46  -0.608
N: 1.39 1.02 0.89  -0.124
H: -2.49 -1.79 0.85  0.317
H: -2.03 -0.86 -0.57  0.232
H: -1.26 -2.44 -0.27  0.262
H: -0.97 -0.13 1.85  0.344
H: 0.16 -1.55 1.61  0.283
H: 0.91 -0.42 -0.68  0.298
H: -0.33 0.83 -0.33  0.354
H: 2.78 1.18 -0.65  0.199
H: 3.19 2.02 1.11  0.264
H: 1.24 0.95 1.85  0.187
H: -1.24 1.20 -3.07  0.291
H: -1.00 -0.14 -2.27  0.296
O: -1.06 0.85 -2.20  -0.644

* 2S+1: 2
* orbital gap (alpha / beta): 0.203 / 0.404 hartree
* HOMO level (alpha / beta): -4.84 / -10.32 eV
* net charge: 0

=====

Version ii
# C4H12NO

A 2-piece molecular cluster, C4H12NO overall (wB97M-V/def2-TZVPD, the OMol25 dataset).

Last column: Mulliken charge in e.
Element x y z (Å)
C: -1.56 -1.08 1.93  -1.186
C: -0.55 -0.77 0.84  -0.127
C: -0.55 0.71 0.52  -0.494
C: 0.53 1.46 0.17  -0.753
N: 1.77 0.81 -0.44  -0.441
H: -1.15 -0.86 2.91  0.279
H: -2.45 -0.46 1.79  0.280
H: -1.95 -2.10 1.96  0.360
H: 0.48 -0.99 1.17  0.106
H: -0.66 -1.39 -0.05  0.224
H: -1.56 1.10 0.40  0.295
H: 0.79 2.51 0.22  0.332
H: 1.57 0.69 -1.44  0.285
H: 1.95 -0.11 -0.06  0.362
H: 2.62 1.34 -0.24  0.535
H: -0.26 0.20 -2.95  0.321
H: 0.38 -0.86 -3.71  0.309
O: 0.61 -0.22 -3.03  -0.685

* 2S+1: 2
* orbital gap (alpha / beta): 0.158 / 0.299 hartree
* HOMO level (alpha / beta): -3.67 / -7.74 eV
* net charge: 0

=====

Winner for stability: version i